No. 1
168
Properties=species:S:1:pos:R:3 method="wB97M-V/def2-TZVPD" max_force_ev_per_a=2.9 e_homo_ev=-9.59 total_charge=0 relative_energy_kj_mol=125.5 smiles="O=[N+]([O-])c1ccccc1.O=[N+]([O-])c1ccccc1.O=[N+]([O-])c1ccccc1.O=[N+]([O-])c1ccccc1.O=[N+]([O-])c1ccccc1.O=[N+]([O-])c1ccccc1.O=[N+]([O-])c1ccccc1.O=[N+]([O-])c1ccccc1.O=[N+]([O-])c1ccccc1.O=[N+]([O-])c1ccccc1.O=[N+]([O-])c1ccccc1.O=[N+]([O-])c1ccccc1" gap_ev=8.60 e_tot_ev=-142625.7650 mol_weight_g_mol=1477.3
C -3.45444 -4.96714 -6.71764
C -4.51604 -4.10491 -6.91048
C -5.30779 -3.72708 -5.84378
C -4.91349 -4.20225 -4.61347
C -3.89863 -5.12042 -4.36419
C -3.13019 -5.46262 -5.43107
N -5.64470 -3.84574 -3.37335
O -6.51138 -2.98370 -3.55554
O -5.25598 -4.35770 -2.33032
H -2.87923 -5.32219 -7.58441
H -4.58833 -3.69615 -7.89520
H -6.13902 -3.03057 -5.93834
H -3.73118 -5.53826 -3.39754
H -2.25154 -6.08967 -5.29392
C -1.77933 -1.44782 5.32428
C -0.96078 -2.26285 4.55714
C -1.48027 -3.33364 3.78811
C -2.83340 -3.41424 3.74578
C -3.69003 -2.61228 4.45803
C -3.14106 -1.61747 5.27114
N -3.54172 -4.31508 2.81518
O -2.84604 -5.00999 2.12333
O -4.78197 -4.40259 2.77901
H -1.41041 -0.62626 5.96949
H 0.11721 -2.20706 4.55578
H -0.75130 -3.93816 3.22130
H -4.74848 -2.76509 4.46531
H -3.84909 -1.04531 5.91272
C 1.10960 4.30936 -2.79910
C 1.29423 3.42988 -1.75287
C 0.22084 3.07083 -0.91517
C -1.00511 3.58631 -1.28855
C -1.24262 4.44704 -2.35136
C -0.16977 4.78259 -3.11525
N -2.20467 3.21697 -0.52856
O -3.27161 3.12747 -1.08755
O -2.03364 2.96731 0.64791
H 2.00175 4.54478 -3.36262
H 2.28543 3.01629 -1.59283
H 0.29889 2.39544 -0.07821
H -2.29353 4.75243 -2.58596
H -0.30452 5.47632 -3.95402
C 2.74173 5.14369 3.79796
C 1.95241 4.54478 2.80772
C 1.66621 5.28058 1.67619
C 2.22364 6.55506 1.57485
C 2.99689 7.16087 2.54136
C 3.19019 6.46142 3.72122
N 2.07768 7.25619 0.33251
O 1.57734 6.64488 -0.61186
O 2.38909 8.44059 0.27257
H 2.93606 4.62708 4.72607
H 1.59059 3.52387 2.93658
H 1.08689 4.86363 0.84637
H 3.30590 8.15601 2.30968
H 3.69649 6.87450 4.56517
C 5.26989 0.73255 4.06698
C 3.89404 0.65378 3.73045
C 3.33207 -0.54152 3.43656
C 4.14312 -1.65116 3.53971
C 5.48673 -1.63948 3.84392
C 6.09231 -0.41428 3.96562
N 3.48970 -2.97923 3.44882
O 4.19421 -3.93308 3.37870
O 2.29984 -3.00118 3.57315
H 5.73354 1.69204 4.27984
H 3.33462 1.52905 3.54514
H 2.23443 -0.66726 3.28432
H 6.03426 -2.55867 3.75741
H 7.11744 -0.42139 4.28968
C 6.73601 3.07355 1.55893
C 5.40757 3.41787 1.42119
C 4.46085 2.58208 0.88858
C 4.91771 1.32728 0.53385
C 6.22139 0.91540 0.64131
C 7.16716 1.77889 1.19289
N 4.04651 0.34828 -0.12552
O 4.49412 -0.65223 -0.66007
O 2.82110 0.63007 -0.00182
H 7.50162 3.74855 1.93839
H 5.13156 4.41449 1.71578
H 3.43933 2.84430 0.69306
H 6.41794 -0.07283 0.29110
H 8.21571 1.44074 1.35853
C -2.52521 -0.11763 -3.25067
C -3.07727 -1.11120 -4.05637
C -2.24730 -1.83495 -4.85500
C -0.91237 -1.65176 -4.72236
C -0.31012 -0.71564 -3.91521
C -1.12957 0.07869 -3.17844
N -0.09563 -2.44381 -5.61710
O -0.60880 -3.14894 -6.47259
O 1.12908 -2.34395 -5.47186
H -3.20079 0.41245 -2.55730
H -4.16526 -1.23088 -4.12404
H -2.60919 -2.57205 -5.56586
H 0.77597 -0.69179 -3.93911
H -0.69077 0.84432 -2.50502
C -2.47675 -1.57464 0.41840
C -2.86465 -0.91156 1.57513
C -1.95815 -0.12878 2.24609
C -0.72613 0.08781 1.65171
C -0.35876 -0.40035 0.42414
C -1.27455 -1.24774 -0.21440
N 0.21508 0.94433 2.35711
O 0.13633 1.01148 3.56914
O 1.00639 1.57161 1.72650
H -3.23621 -2.18120 -0.04767
H -3.84478 -1.15951 2.02794
H -2.19894 0.38507 3.17403
H 0.63766 -0.24009 0.07144
H -1.17083 -1.64628 -1.21773
C 1.84462 -2.76749 -0.11557
C 0.93661 -3.61048 0.50387
C 0.02870 -4.26391 -0.24954
C 0.11781 -4.08263 -1.61439
C 0.99772 -3.27672 -2.23544
C 1.84831 -2.54306 -1.47005
N -0.76305 -4.95298 -2.49090
O -0.64497 -4.81540 -3.68290
O -1.60332 -5.65842 -1.95572
H 2.56386 -2.16560 0.47204
H 0.93297 -3.79818 1.59121
H -0.72161 -4.92153 0.11589
H 0.94759 -3.20564 -3.29861
H 2.60153 -1.85752 -1.82301
C 5.18252 -1.78111 -7.03598
C 3.93008 -1.71493 -6.49148
C 3.67090 -0.84324 -5.44810
C 4.72932 -0.04167 -5.05724
C 6.00555 -0.05221 -5.60889
C 6.16372 -0.89290 -6.66698
N 4.51986 0.82088 -3.87797
O 5.37141 1.65862 -3.64145
O 3.55370 0.63432 -3.17855
H 5.30664 -2.51186 -7.82737
H 3.21291 -2.41393 -6.82351
H 2.70770 -0.81910 -4.96800
H 6.67769 0.67578 -5.20379
H 7.10830 -0.93320 -7.19362
C -3.46015 2.92044 4.18910
C -3.41185 2.13450 5.34016
C -2.25060 2.05935 6.10028
C -1.16571 2.79103 5.63258
C -1.16616 3.56480 4.50657
C -2.34310 3.62662 3.78913
N 0.03505 2.66819 6.43238
O 0.00991 1.93750 7.40391
O 1.02639 3.33489 6.15657
H -4.29490 3.01509 3.51332
H -4.29427 1.60416 5.70580
H -2.10918 1.44880 6.97379
H -0.26457 4.07174 4.22841
H -2.31585 4.20013 2.86907
C -5.81806 -0.80864 -1.18456
C -6.11905 -1.85879 -0.31807
C -6.25835 -1.61347 1.01804
C -6.11710 -0.30995 1.42096
C -5.86008 0.76190 0.59116
C -5.69109 0.48101 -0.74042
N -6.04911 -0.07965 2.87019
O -6.28021 -1.01957 3.60909
O -5.71266 1.02238 3.26184
H -5.64981 -1.08677 -2.22295
H -6.20169 -2.91191 -0.64343
H -6.39699 -2.45983 1.71097
H -5.68928 1.69799 1.04918
H -5.42966 1.15262 -1.57404

=====

No. 2
149
Properties=species:S:1:pos:R:3 method="wB97M-V/def2-TZVPD" max_force_ev_per_a=7.7 e_homo_ev="-3.36 / -3.35" total_charge=-1 relative_energy_kj_mol=633.6 gap_ev="4.57 / 4.57" e_tot_ev=-470679.0764 mol_weight_g_mol=1684.8
Ti 0.20404 -1.13069 -0.79054
C -2.13356 0.39825 8.96241
C -1.82397 0.33607 7.49625
C -2.48475 1.16454 6.59399
C -2.14636 1.14299 5.25407
C -1.15619 0.27881 4.80754
C -0.54446 -0.60226 5.67789
C -0.86634 -0.55575 7.02444
S -0.83980 0.51474 3.06533
O -0.01022 -0.61647 2.55871
C 0.35750 1.83557 3.29245
C -0.12478 3.10234 2.91710
C 0.70572 4.18196 2.86066
C 2.08452 4.03166 3.13257
C 2.99916 5.08713 2.93962
C 4.33408 4.91498 3.19141
C 4.80338 3.68230 3.66673
C 3.93908 2.63813 3.86520
C 2.56170 2.77534 3.58762
C 1.65985 1.66462 3.71102
C 2.11831 0.50221 4.49665
C 2.33764 0.82947 5.88550
C 1.84019 2.02394 6.45176
C 2.13588 2.36120 7.74490
C 2.93230 1.52377 8.53788
C 3.37398 0.33117 8.03887
C 3.06008 -0.05626 6.71828
C 3.43515 -1.31514 6.21407
C 3.06326 -1.68506 4.95964
C 2.45093 -0.77223 4.07226
S 2.28720 -1.65149 2.45696
O 2.01773 -3.02461 2.90453
C 4.07858 -1.43129 2.16559
C 4.96689 -2.48202 2.01693
C 6.16333 -2.26653 1.35457
C 6.48574 -1.01158 0.84774
C 7.70379 -0.82249 -0.00107
C 5.61058 0.04892 1.06011
C 4.39658 -0.16734 1.68556
H -2.92371 1.11981 9.15867
H -1.24038 0.69656 9.51237
H -2.44656 -0.57871 9.33029
H -3.26858 1.82829 6.93579
H -2.65015 1.78503 4.54194
H 0.16909 -1.32943 5.31843
H -0.35963 -1.21493 7.71801
H -1.17335 3.19336 2.66964
H 0.32922 5.15222 2.56698
H 2.62513 6.03121 2.56435
H 5.02737 5.72764 3.01853
H 5.85833 3.55200 3.86230
H 4.32284 1.68690 4.21063
H 1.21558 2.68291 5.86275
H 1.74539 3.28217 8.15554
H 3.17921 1.81652 9.54896
H 3.96292 -0.34156 8.64942
H 3.99474 -1.99768 6.84025
H 3.28821 -2.68417 4.61068
H 4.68901 -3.46818 2.37471
H 6.82231 -3.10529 1.17657
H 8.57411 -1.28774 0.45884
H 7.89570 0.23288 -0.17384
H 7.53307 -1.29563 -0.96887
H 5.84203 1.02790 0.66996
H 3.65775 0.63485 1.75714
O 6.04157 4.18058 -1.45251
C 5.94468 2.82555 -1.50832
O 6.94354 2.16277 -1.59612
C 4.57227 2.28272 -1.43627
C 4.25794 1.09895 -2.11267
C 2.97930 0.60418 -2.06611
C 1.96883 1.22516 -1.29241
C 2.31161 2.39414 -0.59154
C 3.58555 2.91254 -0.67802
N 0.73283 0.62691 -1.21672
C -0.42013 1.25192 -0.74432
C -1.55790 0.60354 -0.33058
C -2.72722 1.38428 0.03884
C -3.74159 0.81649 0.72941
C -3.70363 -0.57835 1.02217
C -2.68828 -1.31244 0.46726
N -1.66761 -0.79604 -0.22807
H 5.17004 4.59363 -1.45691
H 5.01501 0.59653 -2.69732
H 2.71858 -0.27315 -2.65589
H 1.57616 2.87663 0.03706
H 3.82311 3.79478 -0.09103
H -0.44600 2.33887 -0.78736
H -2.73805 2.42270 -0.26602
H -4.60408 1.40058 1.02630
H -4.47877 -1.06047 1.59629
H -2.68418 -2.39905 0.55154
Se 3.95772 -3.09783 -5.18696
Sb 2.12748 -3.72638 -3.77051
Se 1.57026 -2.55217 -1.83413
Se 1.84796 -1.98834 0.30789
Se 1.19445 -5.15420 -5.53393
C -2.58559 0.12658 -3.31150
C -3.14406 -0.17420 -4.69094
As -4.59885 1.03618 -5.28088
C -5.97420 0.37637 -4.03921
C -6.34984 -0.96063 -3.95777
C -7.29634 -1.36900 -3.03274
C -7.87577 -0.44791 -2.17210
C -7.50839 0.88614 -2.24302
C -6.56516 1.29285 -3.17399
C -5.06685 -0.03766 -6.85652
C -6.39624 -0.27442 -7.19574
C -6.71839 -1.01210 -8.32420
C -5.71233 -1.51178 -9.13730
C -4.38585 -1.26390 -8.82297
C -4.06791 -0.52336 -7.69537
P -1.29902 -1.13419 -2.87517
C -0.33138 -1.14620 -4.43432
C -0.47524 -1.99777 -5.52466
C 0.42359 -1.91813 -6.58291
C 1.45195 -0.99077 -6.57008
C 1.56328 -0.09571 -5.51256
C 0.68428 -0.18264 -4.45016
C -2.25345 -2.68759 -2.83623
C -3.57149 -2.81861 -2.39917
C -4.16134 -4.07410 -2.38958
C -3.47471 -5.19802 -2.82694
C -2.15207 -5.08614 -3.23045
C -1.55652 -3.83903 -3.19930
H -3.36413 0.11209 -2.54161
H -2.10815 1.11194 -3.28554
H -3.52193 -1.19923 -4.73547
H -2.33941 -0.07893 -5.42121
H -5.90442 -1.68710 -4.62873
H -7.58493 -2.41030 -2.98255
H -8.61482 -0.76533 -1.44894
H -7.95588 1.61113 -1.57662
H -6.27308 2.33650 -3.24060
H -7.18640 0.11408 -6.56123
H -7.75713 -1.20155 -8.56378
H -5.95890 -2.09289 -10.01551
H -3.58972 -1.65102 -9.44382
H -3.02539 -0.33208 -7.47205
H -1.24502 -2.75746 -5.54810
H 0.35809 -2.65229 -7.37145
H 2.19767 -1.00240 -7.35044
H 2.36215 0.63215 -5.50552
H 0.76156 0.49254 -3.60292
H -4.15023 -1.96169 -2.07337
H -5.17869 -4.17523 -2.03495
H -3.97343 -6.15749 -2.84170
H -1.56644 -5.92546 -3.58614
H -0.51131 -3.71517 -3.44024

=====

No. 3
148
Properties=species:S:1:pos:R:3 method="wB97M-V/def2-TZVPD" max_force_ev_per_a=3.0 e_homo_ev=-4.89 total_charge=-1 relative_energy_kj_mol=208.5 gap_ev=6.56 e_tot_ev=-158011.9781 mol_weight_g_mol=1117.3
C 8.06350 3.94430 -1.91805
C 7.21642 2.98978 -2.53287
C 6.31657 2.14765 -1.57451
C 6.71243 0.78557 -1.20438
C 5.87888 -0.05663 -0.32306
C 6.27395 -1.53638 0.06854
N 5.41953 -2.43025 -0.75188
C 6.05727 -3.73555 -1.00184
C 4.59594 0.50919 0.18431
C 4.18261 1.89340 -0.19664
C 5.04012 2.70634 -1.05959
C 4.68138 4.17902 -1.49029
O 4.28998 4.35918 -2.65438
O 4.87460 5.08471 -0.59551
C 2.79600 2.39343 0.34684
O 2.60855 3.49487 0.78366
C 1.66138 1.29393 0.30891
C 0.28407 1.57849 -0.09272
C -0.65421 0.44612 -0.12253
N -2.04763 0.60615 -0.53616
C -0.26591 -0.93567 0.23131
C 1.10303 -1.21004 0.64871
Br 1.68582 -3.02263 1.09607
C 2.05315 -0.08310 0.68681
C 3.56700 -0.28674 1.10540
O 3.89301 -0.95717 2.07003
H 7.79940 5.03247 -1.98602
H 8.95956 3.59123 -1.34686
H 7.20206 2.80303 -3.64185
H 7.64686 0.29216 -1.58043
H 7.36090 -1.63671 -0.21974
H 6.10426 -1.72015 1.16246
H 4.48483 -2.52433 -0.35745
H 5.26824 -4.52344 -1.14803
H 6.68237 -4.05791 -0.11108
H 6.69254 -3.72292 -1.93643
H -0.00891 2.62037 -0.37825
H -2.07332 1.31090 -1.28507
H -2.24340 -0.28039 -1.03701
H -0.98339 -1.79441 0.17304
C 6.49892 -3.57370 3.70037
C 5.97894 -4.76924 4.14711
C 6.82644 -5.81448 4.50358
C 8.20608 -5.65516 4.42774
C 8.73391 -4.44272 3.98145
C 7.87480 -3.40929 3.61412
H 5.83286 -2.76489 3.41792
H 4.90367 -4.89451 4.21358
H 6.40786 -6.75580 4.84248
H 8.86577 -6.46789 4.70950
H 9.80757 -4.30730 3.91646
H 8.27824 -2.46792 3.25910
C -7.36013 0.39594 -0.29315
C -7.77669 0.88213 0.94020
C -6.83758 1.22948 1.90445
C -5.48076 1.09943 1.63127
C -5.06338 0.61676 0.39640
C -6.00301 0.26144 -0.56375
H -8.09317 0.12166 -1.04421
H -8.83507 0.98980 1.15066
H -7.16319 1.60245 2.86879
H -4.74813 1.37453 2.38124
H -4.00285 0.51572 0.18078
H -5.67666 -0.12013 -1.52517
C 4.15263 -9.80823 4.32036
C 4.25244 -8.66454 3.53810
C 3.30243 -7.65747 3.64450
C 2.25147 -7.79449 4.54504
C 2.15213 -8.93625 5.33149
C 3.09992 -9.94546 5.21618
H 4.89611 -10.59223 4.23280
H 5.07608 -8.55508 2.84148
H 3.37944 -6.76895 3.02849
H 1.50878 -7.00994 4.63283
H 1.33313 -9.03994 6.03416
H 3.01911 -10.83810 5.82569
C -3.44581 -2.39966 -2.58633
C -4.51472 -3.16216 -2.12689
C -4.37236 -4.53584 -1.97472
C -3.15907 -5.14631 -2.27192
C -2.09041 -4.38387 -2.72722
C -2.23457 -3.01147 -2.88877
H -3.55643 -1.32741 -2.70945
H -5.45874 -2.68547 -1.88818
H -5.20679 -5.13142 -1.62324
H -3.04710 -6.21720 -2.14828
H -1.14427 -4.85995 -2.95746
H -1.40234 -2.41752 -3.24951
C -2.07969 -2.29884 -6.64402
C -3.35016 -2.83379 -6.47003
C -4.21872 -2.92837 -7.55076
C -3.81280 -2.49650 -8.80797
C -2.54076 -1.96485 -8.98238
C -1.67551 -1.86193 -7.89996
H -1.40363 -2.22212 -5.80034
H -3.66406 -3.17683 -5.49026
H -5.21217 -3.33965 -7.41354
H -4.48853 -2.57459 -9.65202
H -2.22365 -1.62945 -9.96331
H -0.68551 -1.44229 -8.03506
C 7.83424 10.10110 -3.38517
C 8.27586 9.68477 -2.13502
C 7.62710 8.64431 -1.47881
C 6.54205 8.01329 -2.07702
C 6.10325 8.42756 -3.32878
C 6.74591 9.47379 -3.98133
H 8.33808 10.91472 -3.89563
H 9.12649 10.17220 -1.67075
H 7.96743 8.32384 -0.50081
H 6.03706 7.19634 -1.56696
H 5.25847 7.93385 -3.79524
H 6.39936 9.79984 -4.95573
C -13.22804 3.51396 -0.91251
C -13.80145 2.32875 -0.46821
C -12.99322 1.25812 -0.10581
C -11.61031 1.37611 -0.17858
C -11.03652 2.56330 -0.61966
C -11.84539 3.63032 -0.99055
H -13.85908 4.34785 -1.19834
H -14.87995 2.23906 -0.40506
H -13.44090 0.33154 0.23443
H -10.97963 0.54239 0.10873
H -9.95741 2.65613 -0.67494
H -11.39781 4.55348 -1.33955
C 3.98483 -1.68105 7.35720
C 3.28906 -1.61173 8.55820
C 3.30173 -2.69173 9.43289
C 4.01862 -3.83814 9.11050
C 4.71737 -3.90580 7.91102
C 4.69718 -2.82945 7.03261
H 3.97215 -0.84014 6.67348
H 2.73544 -0.71500 8.81247
H 2.75348 -2.63989 10.36668
H 4.03255 -4.67894 9.79480
H 5.27818 -4.79939 7.65976
H 5.23762 -2.88499 6.09554
C -8.62409 8.20085 -1.74891
C -9.62113 7.29580 -1.40638
C -10.94020 7.54582 -1.76456
C -11.26131 8.69685 -2.47405
C -10.26369 9.60007 -2.81970
C -8.94573 9.35453 -2.45369
H -7.59581 8.00727 -1.46658
H -9.36968 6.39443 -0.85860
H -11.71881 6.84293 -1.49138
H -12.28964 8.88947 -2.75759
H -10.51382 10.49718 -3.37457
H -8.16865 10.06182 -2.71875